[1]
Here is a structure of composition C20H29N7O8Sr at a distorted geometry from the OMol25 dataset. Energies are from wB97M-V/def2-TZVPD.

```
65
Properties=species:S:1:pos:R:3
Sr 0.569 -0.086 -0.377
O 0.373 -0.636 -4.786
C -0.087 -0.436 -3.648
O 0.378 0.345 -2.772
C -1.298 -1.263 -3.226
N -1.970 -0.830 -1.994
C -2.882 -1.889 -1.572
C -3.332 -1.858 -0.113
N -2.303 -1.511 0.858
C -2.931 -0.993 2.059
C -1.979 -0.400 3.111
N -0.728 0.157 2.629
C -0.784 1.594 2.329
C -1.818 2.033 1.282
N -1.550 1.636 -0.118
C -2.781 1.273 -0.829
C -2.589 0.488 -2.134
C -0.854 2.746 -0.834
C 0.507 3.135 -0.199
O 0.659 4.319 0.115
O 1.316 2.166 -0.081
C 0.406 -0.132 3.518
C 1.768 -0.338 2.851
O 2.764 -0.345 3.581
O 1.694 -0.545 1.608
C -1.419 -2.650 1.176
C -0.670 -3.221 -0.047
O -0.918 -4.383 -0.389
O 0.133 -2.399 -0.573
H -0.919 -2.270 -3.039
H -1.986 -1.318 -4.085
H -2.393 -2.841 -1.772
H -3.799 -1.875 -2.193
H -3.773 -2.845 0.115
H -4.144 -1.138 0.002
H -3.527 -1.778 2.567
H -3.652 -0.237 1.745
H -1.733 -1.184 3.826
H -2.553 0.355 3.680
H 0.214 1.916 2.025
H -1.024 2.156 3.252
H -1.901 3.126 1.348
H -2.797 1.640 1.556
H -3.365 2.179 -1.069
H -3.384 0.696 -0.137
H -1.976 1.075 -2.817
H -3.587 0.395 -2.604
H -1.493 3.637 -0.848
H -0.657 2.417 -1.858
H 0.200 -1.078 4.026
H 0.515 0.634 4.299
H -1.994 -3.462 1.645
H -0.671 -2.280 1.883
N 2.399 -2.942 -4.409
C 2.862 -2.710 -3.117
C 2.990 -1.384 -2.664
N 3.316 -1.097 -1.421
C 3.577 -2.141 -0.613
C 3.531 -3.428 -1.093
N 3.175 -3.734 -2.349
H 1.755 -2.231 -4.744
H 2.020 -3.874 -4.484
H 2.740 -0.561 -3.326
H 3.779 -1.926 0.429
H 3.757 -4.249 -0.423
```

* HOMO energy: -0.1222 hartree
* multiplicity: 1
* total charge: -2
* relative energy (zero: lowest compared OMol25 entry of this formula, charge and spin): 0.00 kcal/mol

=====

[2]
Here is a cluster of 2 separate species, C5H5NO2 in total at a distorted geometry from the OMol25 dataset. Energies are from wB97M-V/def2-TZVPD.

```
13
Properties=species:S:1:pos:R:3
C 0.846 -0.986 -0.516
C 0.475 1.522 -0.200
C 1.710 -0.939 0.453
C 0.245 -1.417 -1.640
C -1.426 0.669 1.137
N -0.379 1.386 0.615
O 1.341 1.849 -0.904
O 2.493 -0.579 1.259
H 0.533 -2.273 -2.030
H -0.615 -0.827 -1.964
H -1.501 0.823 2.120
H -2.349 1.142 0.811
H -1.374 -0.372 0.860
```

* HOMO energy: -0.3345 hartree
* multiplicity: 1
* total charge: 0
* relative energy (zero: lowest compared OMol25 entry of this formula, charge and spin): 90.06 kcal/mol
* SMILES: C=C=C=O.CN=C=O

=====

[3]
Here is a structure of composition C30H44N5P4Pt at a distorted geometry from the OMol25 dataset. Energies are from wB97M-V/def2-TZVPD.

```
84
Properties=species:S:1:pos:R:3
Pt 11.397 7.913 12.677
C 11.439 9.714 15.818
P 11.681 8.111 14.961
C 13.491 7.799 15.174
N 13.887 8.024 16.433
C 15.097 7.307 16.738
C 15.580 7.399 18.009
C 16.671 6.737 18.487
C 17.379 5.940 17.534
C 16.928 5.908 16.210
C 15.776 6.502 15.813
N 15.378 6.495 14.487
C 14.187 7.041 14.220
P 13.674 7.355 12.602
C 14.097 5.889 11.640
C 14.641 8.742 11.865
C 14.426 9.941 12.832
C 16.155 8.304 11.966
C 14.273 9.104 10.406
C 10.842 6.784 16.089
C 9.316 6.816 16.052
C 11.347 5.423 15.609
C 11.281 6.914 17.585
H 12.254 9.802 16.570
H 10.456 9.864 16.349
H 11.458 10.583 15.126
H 15.126 8.046 18.724
H 16.514 6.841 19.550
H 18.234 5.285 17.678
H 17.510 5.237 15.574
H 15.223 5.838 11.696
H 13.824 6.034 10.592
H 13.731 4.940 12.091
H 14.672 9.702 13.866
H 13.407 10.311 12.730
H 15.035 10.829 12.627
H 16.317 7.977 12.981
H 16.691 9.150 11.551
H 16.396 7.496 11.233
H 13.544 9.873 10.402
H 13.880 8.238 9.819
H 15.193 9.468 9.883
H 8.894 6.964 15.062
H 8.914 7.637 16.604
H 8.857 5.899 16.365
H 11.685 5.526 14.538
H 10.544 4.699 15.685
H 12.194 5.004 16.138
H 11.397 7.938 17.891
H 12.265 6.434 17.756
H 10.422 6.444 18.121
C 9.470 4.607 12.959
P 9.953 6.031 11.938
C 10.421 5.244 10.372
C 8.299 6.779 11.506
C 7.322 6.066 10.808
C 6.204 6.700 10.379
C 5.935 8.054 10.594
C 6.912 8.830 11.206
C 8.127 8.152 11.624
P 9.379 9.183 12.511
C 9.318 10.774 11.627
C 8.595 9.835 14.016
H 8.648 4.100 12.500
H 9.166 4.981 13.909
H 10.126 3.752 13.037
H 9.734 4.393 10.185
H 11.439 4.866 10.539
H 10.314 5.898 9.445
H 7.468 5.002 10.531
H 5.493 6.157 9.741
H 5.060 8.440 10.134
H 6.801 9.885 11.163
H 9.611 10.649 10.564
H 10.129 11.293 12.100
H 8.273 11.108 11.763
H 7.583 10.041 13.768
H 9.157 10.711 14.213
H 8.659 9.120 14.841
N 8.697 9.642 7.920
C 9.783 9.560 8.276
N 11.045 9.421 8.708
C 11.284 8.740 9.721
N 11.575 8.073 10.640
```

* HOMO energy (alpha / beta): -0.2957 / -0.3833 hartree
* multiplicity: 3
* total charge: +1

=====

[4]
Here is a cluster of 2 separate species, C4H8NO in total at a distorted geometry from the OMol25 dataset. Energies are from wB97M-V/def2-TZVPD.

```
14
Properties=species:S:1:pos:R:3
C 0.383 0.419 -2.163
C 1.758 0.714 1.334
C 1.166 0.024 2.503
C -1.903 -0.414 -2.678
N -0.731 0.054 -2.164
O 1.490 0.664 0.149
H 1.356 0.577 -1.920
H 2.613 1.320 1.797
H 1.705 -0.843 2.521
H 0.146 -0.314 2.273
H 1.298 0.605 3.481
H -2.156 -1.430 -2.244
H -1.890 -0.358 -3.699
H -2.639 0.345 -2.293
```

* HOMO energy: -0.5061 hartree
* multiplicity: 1
* total charge: +1
* relative energy (zero: lowest compared OMol25 entry of this formula, charge and spin): 59.12 kcal/mol

=====

[5]
Here is a structure of composition C12H15ClN2O6S4SbTi at a distorted geometry from the OMol25 dataset. Energies are from wB97M-V/def2-TZVPD.

```
42
Properties=species:S:1:pos:R:3
Ti -0.223 -0.616 -0.115
O 2.774 0.235 3.457
C 1.535 -0.158 3.118
O 1.306 -0.709 2.071
C 0.547 0.123 4.233
O -0.749 -0.263 3.911
C -1.536 0.701 3.207
C -0.751 1.356 2.067
O 0.037 2.257 2.303
O -0.978 0.859 0.887
H 3.346 0.028 2.702
H 0.871 -0.477 5.087
H 0.638 1.179 4.502
H -2.391 0.156 2.816
H -1.854 1.490 3.897
S -3.149 -4.124 -1.545
Sb -3.072 -2.185 -0.326
S -1.866 -0.538 -1.715
S -1.305 -2.260 1.289
S -4.904 -1.233 0.550
N -0.166 -3.168 -2.821
C 0.256 -3.165 -1.543
N 0.146 -4.290 -0.812
O 0.798 -2.132 -1.049
H -0.996 -3.737 -2.975
H -0.273 -2.227 -3.181
H -0.639 -4.877 -1.082
H 0.124 -4.074 0.180
Cl 1.589 -0.067 -3.585
C 1.080 1.450 -2.880
C 0.661 2.443 -3.751
C 0.253 3.666 -3.249
C 0.274 3.880 -1.876
C 0.694 2.880 -1.021
C 1.116 1.628 -1.494
C 1.514 0.565 -0.542
H 0.651 2.243 -4.814
H -0.084 4.441 -3.926
H -0.052 4.829 -1.468
H 0.674 3.030 0.052
H 1.861 0.992 0.396
H 2.244 -0.131 -0.954
```

* HOMO energy: -0.1899 hartree
* multiplicity: 1
* total charge: -1
* relative energy (zero: lowest compared OMol25 entry of this formula, charge and spin): 11.53 kcal/mol

=====

[6]
Here is an isolated molecule of C3H10N2O at a distorted geometry from the OMol25 dataset. Energies are from wB97M-V/def2-TZVPD.

```
16
Properties=species:S:1:pos:R:3
C 0.018 0.337 0.897
C 1.166 -0.554 0.499
C -1.475 -0.549 -0.987
N -1.159 -0.528 0.429
N 2.076 0.118 -0.558
O 0.037 1.621 0.341
H -0.656 2.159 0.739
H -1.985 -0.315 0.981
H -0.073 0.386 1.990
H 1.577 0.229 -1.435
H 2.364 1.039 -0.241
H 0.964 -1.547 0.105
H 1.827 -0.688 1.355
H -2.339 -1.189 -1.169
H -0.641 -0.966 -1.552
H -1.701 0.446 -1.394
```

* HOMO energy: -0.3221 hartree
* multiplicity: 1
* total charge: 0
* relative energy (zero: lowest compared OMol25 entry of this formula, charge and spin): 37.92 kcal/mol
* SMILES: CN[C@H](O)CN